Molecular formula: C49H112F6LiN11O19S2
Method: DFT, ωB97M-V/def2-TZVPD

```
200
Properties=species:S:1:pos:R:3:forces:R:3:lowdin_charge:R:1
Li -0.959850 1.989188 -3.120980 -0.153 0.716 -0.807 0.603
C 0.667100 -0.246412 -1.760160 -2.350 0.082 -0.337 -0.632
F 1.625250 0.506958 -2.207890 0.448 0.784 -0.134 0.180
F -0.232840 -0.450932 -2.831880 1.313 0.134 1.892 0.056
F 1.141380 -1.363752 -1.319690 -0.004 -0.901 -0.158 0.183
S -0.317490 0.523488 -0.270640 -0.338 0.172 2.814 0.791
O -1.151280 -0.518302 0.385830 1.951 1.945 -2.690 -0.282
O 0.619600 1.198008 0.670380 -1.245 -1.148 -2.789 -0.304
N -1.218270 1.728588 -1.216360 5.295 -2.879 -0.040 -0.386
S -2.449430 1.930748 -0.393180 -8.775 0.963 4.984 0.563
O -3.615110 1.127908 -0.843070 2.214 1.452 0.192 -0.305
O -2.320740 1.969098 1.100520 0.743 0.142 -3.446 -0.304
C -2.964440 3.759338 -0.819390 -0.876 -1.500 1.058 -0.539
F -1.847990 4.525458 -0.690130 -1.598 -0.277 -0.873 0.098
F -3.578100 3.781298 -2.034410 1.407 0.631 0.504 0.097
F -3.941050 4.143798 0.046020 1.732 -0.196 -0.725 0.130
C 1.284800 4.330128 2.039920 0.635 -0.429 -1.632 -0.286
C 2.052680 4.481348 3.321750 0.467 -0.184 0.106 -0.230
O 3.330410 5.027838 3.022130 0.031 0.609 -0.064 -0.065
O 0.056170 3.712078 2.099860 -1.977 0.231 0.942 -0.086
H 1.800570 3.758498 1.268350 1.109 0.236 0.125 0.112
H 1.097760 5.314128 1.609960 0.242 0.311 0.084 0.119
H 2.285910 3.547958 3.834090 -0.857 -0.280 0.107 0.128
H 1.519500 5.192028 3.953210 -0.257 -0.289 0.333 0.119
H 3.515550 5.555958 3.802140 0.566 0.166 -0.190 0.083
H 0.086050 2.758088 1.996830 0.137 -0.178 -0.025 0.053
C -1.461580 1.138888 -5.718770 1.170 1.004 -0.963 -0.180
C -2.611810 0.774328 -4.832180 -0.738 0.284 0.015 -0.197
O -3.129220 1.937008 -4.191100 1.096 0.675 0.699 -0.112
O -0.280170 1.508748 -4.972550 -0.576 -0.603 1.660 -0.138
H -1.672830 2.046368 -6.284420 -0.568 -0.334 -0.482 0.133
H -1.158290 0.303448 -6.349750 -0.453 -0.062 -0.212 0.130
H -2.237930 0.050678 -4.107850 -0.424 -0.261 0.220 0.117
H -3.487450 0.423948 -5.378610 0.680 -0.891 -0.456 0.144
H -4.075370 1.892278 -4.034900 -0.004 -0.569 0.344 0.107
H 0.400390 1.935258 -5.498400 -0.083 0.027 -0.487 0.075
C -5.417940 -1.593512 0.760810 0.155 1.474 -0.256 -0.207
C -5.649170 -0.587872 1.947200 1.306 -0.005 -1.490 -0.247
O -6.378460 -1.120272 2.995020 -0.671 -1.238 0.907 -0.062
O -6.471890 -1.654212 -0.196380 -0.479 -0.340 0.289 -0.071
H -5.087290 -2.556742 1.149340 -0.556 -0.253 0.275 0.095
H -4.607840 -1.292002 0.096800 0.358 0.516 0.520 0.102
H -6.169790 0.344648 1.729360 0.362 0.180 -1.138 0.126
H -4.646900 -0.327262 2.287220 -0.037 -0.034 0.318 0.100
H -7.247730 -1.274782 2.618070 -0.303 -0.139 0.445 0.084
H -7.312430 -1.801462 0.243400 -0.095 -0.148 0.039 0.070
C 3.677670 1.902278 -6.443810 0.324 0.436 0.158 -0.234
C 3.678060 2.235888 -4.931970 -0.644 0.289 -1.150 -0.250
O 4.981660 2.522088 -4.587410 1.929 -0.075 0.896 -0.051
O 2.378270 1.908098 -6.949950 -1.446 0.014 -0.089 -0.071
H 4.156970 0.964838 -6.725900 0.219 -0.339 0.718 0.118
H 4.261800 2.659998 -6.966060 0.187 0.346 0.242 0.120
H 3.232890 1.457388 -4.312410 0.156 -0.223 -0.038 0.113
H 3.200960 3.186208 -4.692460 -1.383 -0.278 -0.634 0.113
H 5.021750 3.480938 -4.563050 0.588 -0.165 0.061 0.092
H 2.425750 1.925658 -7.908610 -0.145 -0.034 -0.037 0.097
C 0.543780 4.272038 -2.755810 -2.137 1.587 -0.476 -0.766
O -0.511100 3.962998 -3.290960 -1.247 -1.546 -0.608 -0.026
N 1.192390 5.340018 -3.137440 1.652 2.102 -2.034 0.188
N 0.994400 3.830798 -1.628740 1.287 -2.354 2.382 0.206
H 2.076340 5.542958 -2.692980 -0.387 0.718 -0.465 0.120
H 0.767810 5.864488 -3.888940 0.708 0.065 0.019 0.129
H 0.405510 3.173998 -1.136880 0.630 -0.247 0.378 0.067
H 1.988610 3.971968 -1.520480 -0.332 -0.539 1.071 0.131
C -1.996390 6.940158 2.344000 -3.695 3.312 1.778 -0.801
O -2.845500 7.759918 2.685620 -0.355 0.979 0.561 0.005
N -1.249020 6.349128 3.220810 2.724 -1.860 2.724 0.195
N -1.870070 6.635298 1.107980 1.613 -1.908 -3.816 0.186
H -1.270400 6.714708 4.162090 -0.101 -0.270 -0.272 0.126
H -0.688000 5.537048 3.006630 -0.176 0.032 0.189 0.063
H -2.423450 7.107698 0.407470 0.162 -0.484 0.247 0.132
H -1.272750 5.832178 0.972700 -0.276 0.214 -1.095 0.083
C -3.383620 5.533468 -5.589300 0.645 1.835 -0.531 -0.834
O -3.468060 6.237558 -6.557670 0.167 1.634 -1.991 0.048
N -3.895810 4.360408 -5.542910 -3.036 -4.767 -1.618 0.174
N -2.769770 5.814958 -4.480260 1.732 1.598 2.963 0.181
H -4.147400 4.117538 -6.490440 -0.526 -0.743 0.374 0.126
H -3.743480 3.650118 -4.841210 0.331 0.351 -0.526 0.066
H -2.063640 6.534928 -4.536100 -0.240 -0.256 0.655 0.120
H -2.833200 5.070368 -3.800790 1.028 0.769 0.387 0.074
C 3.496270 -1.561492 0.718540 -1.497 -0.535 -0.273 -0.045
C 4.608870 -2.549602 0.429400 -0.322 0.655 -0.856 -0.531
C 5.764410 -1.598942 0.169540 2.641 0.176 -2.228 -0.122
C 7.256570 -2.079542 0.278060 -1.404 -0.828 0.768 -0.168
C 7.364990 -2.846232 1.562800 -0.323 -1.007 -0.128 -0.156
C 6.192090 -3.921452 1.789410 0.884 0.515 0.845 -0.418
N 4.860950 -3.286282 1.610560 1.553 -0.106 1.819 -0.113
O 3.771320 -4.096922 2.047950 0.928 0.341 -0.552 0.002
C 6.403410 -5.232662 0.932230 0.273 0.385 -0.025 -0.020
C 6.395970 -4.190622 3.325720 -1.193 -1.440 -0.975 -0.043
C 4.200490 -3.431282 -0.825810 0.337 0.798 1.271 -0.006
H 3.720320 -0.867702 1.528820 0.246 0.048 -0.274 0.099
H 2.575840 -2.062872 1.017750 -0.064 -0.217 -0.005 0.067
H 3.268150 -1.088842 -0.236790 0.090 0.606 0.248 0.069
H 5.775820 -1.448172 -0.909920 -0.801 0.644 -0.233 0.112
H 5.659760 -0.610162 0.616150 -0.133 -0.292 0.342 0.116
H 7.979170 -1.263742 0.257810 -0.223 0.121 -0.194 0.112
H 7.485240 -2.784282 -0.521410 -0.020 0.186 -0.356 0.105
H 7.445690 -2.151382 2.398730 -0.512 -0.089 0.177 0.113
H 8.299200 -3.407242 1.587730 0.075 -0.225 0.065 0.111
H 5.668320 -6.022192 1.088370 -0.060 -0.025 0.712 0.074
H 6.372420 -5.170022 -0.155530 -0.010 0.894 -0.060 0.057
H 7.399540 -5.641412 1.101790 -0.056 -0.126 0.454 0.080
H 6.223500 -3.278522 3.897060 0.316 -0.141 -0.070 0.087
H 5.673010 -4.939972 3.648040 -0.418 0.155 0.124 0.069
H 7.325470 -4.723602 3.525840 0.425 0.658 -0.089 0.081
H 3.799900 -2.817772 -1.632800 0.002 0.053 0.089 0.066
H 3.399850 -4.049822 -0.420230 -0.041 -0.373 -0.508 0.079
H 5.035660 -4.013422 -1.215310 -0.174 -0.077 0.074 0.068
H 3.896380 -4.881672 1.509320 -0.459 -0.668 -0.059 0.071
C -1.060530 -4.360172 1.659540 0.454 0.378 -1.123 -0.052
C -1.725480 -4.098392 3.005190 -0.672 -0.329 1.191 -0.414
C -1.030550 -5.124472 3.989620 -1.268 0.534 0.256 -0.145
C 0.237980 -4.615152 4.586050 -0.297 0.153 -0.962 -0.197
C 0.076720 -3.237922 5.115870 0.539 1.430 0.293 -0.154
C -0.445940 -2.150722 4.164750 -0.663 0.932 1.049 -0.487
N -1.700370 -2.665432 3.586770 2.142 -4.693 3.169 -0.149
O -2.382920 -1.770712 2.904270 -1.033 1.397 -2.535 0.012
C -0.867370 -0.974522 5.108880 0.241 0.385 -1.404 -0.038
C 0.630040 -1.648202 3.200810 -0.210 -0.476 -0.127 -0.019
C -3.206590 -4.520912 2.850460 -0.392 0.674 0.182 -0.037
H -1.274620 -5.364022 1.292740 0.117 -0.333 0.553 0.084
H 0.021260 -4.231232 1.694300 0.078 -0.139 0.058 0.067
H -1.393920 -3.811752 0.778530 -0.300 0.848 0.240 0.079
H -1.710320 -5.347232 4.812050 -0.335 0.128 0.035 0.117
H -0.853290 -6.083152 3.502180 -0.149 0.074 -0.369 0.116
H 0.923990 -4.476182 3.750480 0.738 -0.609 0.175 0.105
H 0.579810 -5.306932 5.355910 0.441 0.051 -0.205 0.122
H 1.096810 -2.908882 5.313980 -0.028 0.220 0.777 0.117
H -0.559590 -3.105192 5.990850 0.182 -0.657 0.289 0.122
H -1.870590 -1.203602 5.468300 0.324 0.141 0.670 0.092
H -0.087600 -0.671342 5.807550 -0.134 -0.854 0.691 0.091
H -0.921320 -0.027222 4.572400 -0.509 -0.102 -0.632 0.055
H 1.568020 -1.454922 3.721320 0.132 -0.492 0.107 0.092
H 0.714830 -2.468602 2.488180 0.723 0.440 -0.457 0.060
H 0.440140 -0.683592 2.730090 -0.605 -0.242 -0.305 0.065
H -3.885790 -4.497872 3.702670 0.805 -0.002 0.889 0.086
H -3.277800 -5.543852 2.480840 0.029 0.189 -0.489 0.085
H -3.733990 -3.772652 2.258810 0.218 -0.370 -0.845 0.051
H -1.903620 -1.852752 2.076540 -0.507 1.335 -1.239 0.069
C 2.084770 -4.200252 -8.157660 0.295 -0.092 0.686 -0.015
C 3.149260 -3.888652 -7.090730 -0.586 1.848 0.498 -0.501
C 3.061820 -2.335432 -6.812940 0.538 -0.572 0.266 -0.166
C 1.838090 -1.917422 -6.099640 -2.712 -1.374 1.062 -0.177
C 1.683330 -2.742852 -4.730900 1.526 0.811 -1.549 -0.104
C 1.812760 -4.285802 -4.852470 -1.354 0.133 -1.259 -0.416
N 2.904620 -4.618412 -5.854890 -0.084 3.385 2.161 -0.157
O 3.148280 -5.922152 -5.993990 0.165 -2.356 0.101 0.003
C 2.201240 -4.752772 -3.441460 0.805 -0.977 -0.750 -0.046
C 0.376770 -4.933392 -5.310780 1.429 0.815 0.867 -0.004
C 4.577360 -4.133072 -7.579770 -0.279 -0.065 0.961 -0.026
H 2.237080 -3.431872 -8.915610 -0.379 -0.616 -0.587 0.090
H 1.087580 -4.141452 -7.721470 0.044 0.461 -0.139 0.057
H 2.146680 -5.243182 -8.468420 0.361 0.159 -0.673 0.085
H 3.847410 -1.954352 -6.160460 0.761 -0.520 -0.182 0.119
H 3.153420 -1.809182 -7.763080 0.049 -0.035 -0.129 0.115
H 0.962610 -2.171582 -6.697170 -0.263 -0.028 -0.260 0.094
H 1.746860 -0.836872 -5.989250 0.303 0.061 0.476 0.093
H 0.824780 -2.472572 -4.116120 -0.121 -0.034 -0.279 0.100
H 2.585410 -2.438082 -4.200370 0.053 0.060 0.524 0.102
H 1.574930 -4.298162 -2.673890 -0.010 -0.161 -0.060 0.085
H 2.243160 -5.839162 -3.363450 -0.774 -0.182 0.045 0.083
H 3.258060 -4.556972 -3.260080 -0.037 0.756 -0.007 0.072
H -0.369580 -4.982572 -4.517900 0.380 -0.012 0.497 0.073
H -0.126200 -4.314072 -6.053450 0.361 -0.284 -0.420 0.058
H 0.569010 -5.964352 -5.607860 -0.291 0.050 -0.381 0.066
H 5.283860 -3.824922 -6.809050 -0.123 -0.005 0.306 0.085
H 4.791460 -3.448172 -8.400240 -0.049 -0.705 -0.560 0.087
H 4.715140 -5.209752 -7.679200 0.269 0.210 -0.861 0.082
H 2.377040 -6.284192 -6.436390 -0.317 -0.672 -0.352 0.085
C -2.656730 1.798748 6.221570 0.578 0.382 1.915 -0.031
C -3.294960 2.708898 5.181800 -0.059 -0.121 -0.570 -0.507
C -4.207300 1.846338 4.344680 0.054 0.006 -1.119 -0.178
C -5.441740 1.468888 5.043760 -0.717 -0.177 0.173 -0.180
C -6.216170 2.718598 5.485040 -0.276 -1.736 1.118 -0.122
C -5.381290 3.694968 6.311450 0.863 -0.228 0.137 -0.464
N -4.064980 3.888648 5.621300 -1.959 -0.773 -0.808 -0.098
O -3.350210 4.999548 6.116120 0.462 -0.681 0.069 -0.013
C -6.169560 4.999998 6.328810 0.354 1.175 0.738 -0.050
C -5.085820 3.171548 7.779400 -1.037 0.257 -0.534 -0.018
C -2.215010 3.159848 4.249350 1.016 0.460 -0.517 -0.062
H -2.637190 2.391168 7.136310 0.319 -0.173 0.281 0.079
H -1.627650 1.490748 6.036580 0.040 0.386 -0.423 0.063
H -3.135860 0.857028 6.489310 -0.553 0.152 -0.284 0.078
H -4.511430 2.344658 3.424200 0.346 0.284 -0.237 0.132
H -3.644380 0.953528 4.072410 0.146 -0.057 -0.160 0.121
H -5.141530 0.849438 5.888890 -0.382 0.088 0.429 0.107
H -6.021010 0.799258 4.408040 -0.294 0.164 0.066 0.096
H -6.958800 2.300208 6.164420 -0.342 0.264 0.334 0.115
H -6.840010 3.199428 4.731560 0.650 0.121 -0.451 0.118
H -5.565660 5.756208 6.830360 -0.086 0.117 0.136 0.074
H -6.461410 5.457078 5.383290 0.529 -0.529 -0.511 0.084
H -7.124520 4.965578 6.853180 0.101 -0.592 0.378 0.083
H -4.386590 3.843938 8.276470 0.133 -0.106 -0.088 0.080
H -5.988850 3.135268 8.388760 -0.289 0.352 -0.048 0.073
H -4.744090 2.137368 7.821490 0.354 0.173 -0.352 0.063
H -1.764690 2.302628 3.748860 -0.022 -0.171 0.132 0.072
H -1.412280 3.668718 4.783000 0.083 0.162 0.025 0.084
H -2.567920 3.793478 3.435680 -0.221 0.169 0.138 0.085
H -3.180800 5.417208 5.268500 0.173 0.683 0.091 0.085
```
Forces are in eV/Å.

For the molecular weight, the calculation gives 1344.556 g/mol. The value obtained for the electronic energy is -5368.84642 Eh. The lowest unoccupied orbital energy is -0.021 Eh. For the HOMO-LUMO gap, the calculation gives 6.78 eV.